Record 1
The following is a quantum chemistry calculation of H2O3Si in the gas phase, from the Open Molecules 2025 dataset.

Calculated values
Structure (SMILES) ... O[SiH]1OO1
LUMO ... 0.0157 hartree
E_HOMO ... -10.01 eV
Energy relative to the best compared isomer or geometry (same formula, charge and spin) ... 320.7 kJ/mol
E ... -516.370850 a.u.

Structure (ORCA input):
```
! RIJCOSX wB97M-V def2-TZVPD def2/J DEFGRID3
* xyz 0 1
O 1.239 0.441 0.461
Si -0.008 -0.328 -0.126
O -1.204 0.600 -0.456
O -1.506 -0.417 0.546
H 1.356 1.317 0.476
H 0.124 -1.613 -0.902
*
```

---

Record 2
The following is a quantum chemistry calculation of C17H21N3O6S in the gas phase, from the Open Molecules 2025 dataset.

Calculated values
Structure (SMILES) ... COc1ccc(NC(=O)CCNC(=O)c2ccco2)cc1S(=O)(=O)N(C)C
LUMO ... 0.0142 hartree
E_HOMO ... -7.99 eV
Energy relative to the best compared isomer or geometry (same formula, charge and spin) ... 303.6 kJ/mol
E ... -1674.289267 a.u.

Structure (ORCA input):
```
! RIJCOSX wB97M-V def2-TZVPD def2/J DEFGRID3
* xyz 0 1
C -1.304 -1.789 -5.461
O -0.809 -0.806 -4.582
C -0.885 -1.027 -3.247
C -1.252 -2.236 -2.658
C -1.260 -2.385 -1.283
C -0.904 -1.325 -0.453
N -0.883 -1.406 0.938
C -1.216 -2.457 1.725
O -1.589 -3.544 1.337
C -1.091 -2.132 3.214
C 0.331 -1.694 3.621
N 0.352 -0.410 4.290
C 0.271 0.747 3.590
O 0.207 0.767 2.370
C 0.283 1.971 4.403
C 0.388 2.193 5.758
C 0.343 3.590 5.931
C 0.213 4.114 4.676
O 0.177 3.151 3.761
C -0.553 -0.108 -1.038
C -0.551 0.036 -2.406
S -0.087 1.647 -3.068
O -0.842 1.958 -4.242
O -0.130 2.576 -1.977
N 1.520 1.513 -3.513
C 1.784 0.790 -4.729
C 2.406 1.234 -2.413
H -0.700 -2.703 -5.423
H -2.348 -2.032 -5.246
H -1.232 -1.351 -6.455
H -1.533 -3.079 -3.269
H -1.546 -3.327 -0.846
H -0.559 -0.549 1.398
H -1.401 -3.017 3.770
H -1.794 -1.327 3.437
H 0.779 -2.428 4.290
H 0.963 -1.608 2.733
H 0.293 -0.390 5.293
H 0.491 1.464 6.537
H 0.398 4.128 6.854
H 0.138 5.127 4.332
H -0.298 0.747 -0.430
H 1.880 -0.289 -4.557
H 0.950 0.976 -5.399
H 2.707 1.162 -5.178
H 2.408 0.170 -2.140
H 2.066 1.824 -1.566
H 3.420 1.534 -2.680
*
```

---

Record 3
The following is a quantum chemistry calculation of a molecular structure, C53H50DyN8O4Te, from the Open Molecules 2025 dataset.

Calculated values
<S²> ... 9.3351
LUMO (spin up / spin down) ... -0.0837 / -0.0839 hartree
E_HOMO (spin up / spin down) ... -8.14 / -8.15 eV
Energy relative to the best compared isomer or geometry (same formula, charge and spin) ... 0.0 kJ/mol
E ... -3941.671970 a.u.

Structure (ORCA input):
```
! RIJCOSX wB97M-V def2-TZVPD def2/J DEFGRID3
* xyz 1 6
Dy 0.033 0.624 -0.950
C -2.352 4.649 0.403
C -1.532 3.518 0.312
N -1.289 2.843 -0.804
C -1.849 3.328 -1.940
C -2.787 4.366 -1.982
C -3.099 4.988 -0.768
C -3.397 4.690 -3.225
C -3.105 3.995 -4.364
C -2.137 2.993 -4.363
C -1.374 2.716 -3.181
N -0.378 1.899 -3.098
C 0.336 1.448 -4.169
C 0.857 2.304 -5.149
C 1.508 1.765 -6.286
C 1.511 0.387 -6.450
C 1.245 -0.574 -5.443
C 1.591 -1.947 -5.380
C 1.524 -2.639 -4.135
C 1.004 -1.967 -3.013
N 0.600 -0.670 -3.049
C 0.633 0.007 -4.244
H -2.576 5.154 1.367
H -1.023 3.161 1.184
H -3.920 5.714 -0.705
H -4.110 5.547 -3.287
H -3.723 4.176 -5.265
H -1.962 2.411 -5.282
H 0.594 3.340 -5.075
H 2.058 2.410 -6.972
H 1.753 -0.008 -7.429
H 2.005 -2.369 -6.266
H 1.811 -3.695 -4.020
H 0.903 -2.483 -2.068
N -2.486 0.585 0.999
C -3.361 -0.379 0.360
C -4.810 -0.089 0.736
C -5.855 -0.869 -0.068
C -5.696 -2.386 0.083
N -4.675 -2.986 -0.809
C -4.807 -2.872 -2.128
N -6.015 -2.757 -2.671
N -3.652 -2.932 -2.899
C -2.901 -0.286 -1.121
O -3.608 0.135 -2.007
O -1.628 -0.668 -1.213
H -1.895 0.227 1.781
H -2.988 1.395 1.391
H -3.117 -1.385 0.643
H -5.088 0.962 0.667
H -4.935 -0.420 1.810
H -5.980 -0.548 -1.114
H -6.863 -0.593 0.305
H -6.671 -2.885 -0.115
H -5.433 -2.649 1.140
H -3.753 -3.146 -0.380
H -6.870 -3.019 -2.206
H -6.035 -2.570 -3.642
H -2.806 -2.811 -2.343
H -3.539 -2.482 -3.802
C 3.409 -3.514 4.267
C 2.632 -2.564 3.401
C 1.367 -2.131 3.866
C 0.658 -1.169 3.109
C -0.606 -0.668 3.671
O -0.933 0.512 3.735
C -1.475 -1.738 4.270
C -2.492 -1.359 5.160
C -3.055 -2.354 5.941
C -2.786 -3.707 5.672
C -1.984 -4.081 4.626
C -1.405 -3.065 3.820
C 1.126 -0.675 1.828
O 0.377 0.156 1.162
C 2.405 -1.150 1.376
C 3.076 -2.158 2.158
C 3.101 -0.602 0.229
N 2.530 0.194 -0.624
C 3.237 1.113 -1.531
C 3.768 2.407 -0.926
Te 2.115 3.656 -0.165
C 2.672 3.288 1.898
C 4.075 3.311 2.196
C 4.444 3.127 3.521
C 3.543 2.871 4.549
C 2.190 2.770 4.209
C 1.755 3.014 2.910
C 4.541 -0.897 0.090
C 5.119 -1.392 -1.106
C 6.474 -1.608 -1.212
C 7.337 -1.306 -0.154
C 6.798 -0.823 1.065
C 5.420 -0.592 1.154
H 4.298 -3.046 4.807
H 3.863 -4.287 3.645
H 2.758 -3.965 5.043
H 0.940 -2.580 4.804
H -2.744 -0.311 5.370
H -3.826 -2.094 6.668
H -3.325 -4.499 6.220
H -1.910 -5.125 4.332
H -0.772 -3.365 2.977
H 3.944 -2.586 1.736
H 2.461 1.420 -2.296
H 4.010 0.567 -2.141
H 4.299 3.041 -1.663
H 4.319 2.285 -0.013
H 4.785 3.556 1.386
H 5.498 3.110 3.771
H 3.876 2.821 5.585
H 1.453 2.559 4.992
H 0.688 2.869 2.575
H 4.449 -1.465 -1.971
H 6.851 -2.001 -2.142
H 8.381 -1.572 -0.171
H 7.445 -0.582 1.913
H 4.944 -0.271 2.105
*
```

---

Record 4
The following is a quantum chemistry calculation of C21H25N3O2 in the gas phase, from the Open Molecules 2025 dataset.

Calculated values
Structure (SMILES) ... Cc1ccccc1C(=O)NC1CCN(C(=O)NCc2ccccc2)CC1
LUMO ... 0.0232 hartree
E_HOMO ... -8.98 eV
Energy relative to the best compared isomer or geometry (same formula, charge and spin) ... 37.8 kJ/mol
E ... -1130.038742 a.u.

Structure (ORCA input):
```
! RIJCOSX wB97M-V def2-TZVPD def2/J DEFGRID3
* xyz 0 1
C -1.509 -1.739 -1.031
C -2.826 -1.920 -0.339
C -3.204 -3.191 0.079
C -4.414 -3.415 0.709
C -5.289 -2.362 0.915
C -4.934 -1.094 0.499
C -3.703 -0.859 -0.107
C -3.429 0.556 -0.505
O -4.242 1.231 -1.109
N -2.233 1.047 -0.100
C -1.895 2.442 -0.280
C -1.495 3.073 1.056
C -0.209 2.432 1.600
N 0.669 1.980 0.529
C 0.905 0.629 0.436
O 0.445 -0.168 1.241
N 1.682 0.224 -0.611
C 2.246 -1.113 -0.635
C 3.708 -1.103 -0.268
C 4.097 -0.636 0.982
C 5.434 -0.591 1.328
C 6.398 -1.014 0.428
C 6.019 -1.481 -0.819
C 4.679 -1.521 -1.166
C 0.587 2.841 -0.631
C -0.770 2.642 -1.321
H -1.549 -0.925 -1.751
H -0.733 -1.519 -0.298
H -1.227 -2.653 -1.550
H -2.533 -4.020 -0.097
H -4.679 -4.412 1.027
H -6.244 -2.530 1.391
H -5.607 -0.260 0.636
H -1.616 0.466 0.447
H -2.815 2.906 -0.654
H -1.355 4.144 0.902
H -2.300 2.943 1.780
H -0.435 1.564 2.221
H 0.340 3.157 2.212
H 2.218 0.917 -1.108
H 1.681 -1.704 0.091
H 2.103 -1.539 -1.633
H 3.340 -0.314 1.684
H 5.726 -0.229 2.303
H 7.443 -0.982 0.698
H 6.767 -1.813 -1.523
H 4.386 -1.885 -2.141
H 1.403 2.657 -1.330
H 0.689 3.869 -0.274
H -0.990 3.507 -1.948
H -0.732 1.762 -1.964
*
```

---

Record 5
The following is a quantum chemistry calculation of 2 unconnected molecules or ions with the total composition C3H9N3, from the Open Molecules 2025 dataset.

Calculated values
Structure (SMILES) ... [H]/N=C/N.C=CN
LUMO ... 0.0293 hartree
E_HOMO ... -8.60 eV
Energy relative to the best compared isomer or geometry (same formula, charge and spin) ... 147.2 kJ/mol
E ... -283.927026 a.u.

Structure (ORCA input):
```
! RIJCOSX wB97M-V def2-TZVPD def2/J DEFGRID3
* xyz 0 1
H -0.006 0.955 2.749
N 0.942 0.926 2.375
C 1.284 -0.273 2.139
N 2.585 -0.588 1.815
H 0.657 -1.143 2.321
H 2.733 -1.421 1.261
H 3.088 0.173 1.357
C -1.239 1.267 -2.041
C -1.883 0.100 -2.041
N -1.470 -0.955 -1.195
H -0.353 1.358 -1.445
H -1.465 2.019 -2.781
H -2.813 0.025 -2.595
H -0.970 -0.613 -0.398
H -1.090 -1.830 -1.521
*
```

---

Record 6
The following is a quantum chemistry calculation of a molecular structure, C2H3AgLiO2, from the Open Molecules 2025 dataset.

Calculated values
<S²> ... 0.7712
LUMO (spin up / spin down) ... -0.0140 / -0.0419 hartree
E_HOMO (spin up / spin down) ... -6.50 / -6.67 eV
Energy relative to the best compared isomer or geometry (same formula, charge and spin) ... 433.8 kJ/mol
E ... -382.699113 a.u.

Structure (ORCA input):
```
! RIJCOSX wB97M-V def2-TZVPD def2/J DEFGRID3
* xyz 0 2
O 1.321 0.150 1.356
C 2.252 0.222 0.360
C 0.567 0.558 -1.107
O 0.467 -0.669 -1.540
Ag -1.072 1.529 1.047
H 3.121 -0.231 0.873
H 2.908 0.433 -0.509
H -0.328 0.977 -1.636
Li -0.500 -1.179 0.136
*
```

---

Record 7
The following is a quantum chemistry calculation of a molecular structure, C36H76CdO20Zn, from the Open Molecules 2025 dataset.

Calculated values
LUMO ... -0.1574 hartree
E_HOMO ... -6.12 eV
Energy relative to the best compared isomer or geometry (same formula, charge and spin) ... 428.7 kJ/mol
E ... -4868.838733 a.u.

Structure (ORCA input):
```
! RIJCOSX wB97M-V def2-TZVPD def2/J DEFGRID3
* xyz 0 1
Zn -4.868 -0.368 -0.285
Cd 3.013 0.448 -0.880
C 4.058 4.320 0.464
C 3.735 3.070 -0.185
C 2.766 3.167 -1.414
O 2.469 2.099 -1.963
C 2.336 4.425 -1.876
C 2.650 5.524 -1.222
C 3.536 5.459 -0.012
O 3.890 6.554 0.630
O 2.153 6.612 -1.666
O 4.013 1.855 0.144
H 4.650 4.321 1.367
H 1.578 4.499 -2.642
C -0.927 -1.160 -1.610
C -2.062 -0.870 -0.931
C -2.042 -0.060 0.335
O -3.119 0.161 1.026
C -0.914 0.550 0.820
C 0.354 0.340 0.114
C 0.373 -0.528 -1.182
O 1.447 -0.607 -1.794
O 1.499 0.835 0.363
O -3.196 -1.267 -1.445
H -0.938 -1.744 -2.519
H -0.943 1.096 1.751
C 0.461 4.251 1.816
C 1.271 4.882 2.908
O 0.881 6.205 3.152
H 0.826 3.251 1.581
H 0.539 4.821 0.890
H -0.601 4.153 2.039
H 2.328 4.919 2.643
H 1.123 4.291 3.812
H 0.989 6.397 4.087
C -1.443 -1.711 4.261
C -0.681 -2.969 4.794
O -1.446 -3.568 5.844
H -0.925 -1.227 3.433
H -1.601 -0.960 5.036
H -2.441 -1.980 3.914
H 0.258 -2.576 5.182
H -0.526 -3.679 3.981
H -0.913 -4.194 6.339
C -3.161 4.195 0.010
C -1.987 3.602 -0.768
O -2.394 2.892 -1.896
H -3.626 4.911 -0.668
H -2.854 4.777 0.879
H -3.908 3.454 0.293
H -1.316 2.985 -0.170
H -1.283 4.374 -1.076
H -1.618 2.696 -2.424
C 1.498 -4.440 -5.158
C 1.118 -3.671 -3.833
O 1.205 -2.319 -4.172
H 2.519 -4.172 -5.430
H 0.859 -4.099 -5.972
H 1.463 -5.529 -5.118
H 1.698 -3.839 -2.925
H 0.089 -3.914 -3.569
H 1.277 -1.877 -3.323
C 3.834 0.509 -4.555
C 4.418 -0.458 -3.500
O 4.575 0.276 -2.284
H 2.749 0.611 -4.586
H 4.162 0.158 -5.533
H 4.235 1.507 -4.374
H 5.421 -0.792 -3.766
H 3.797 -1.335 -3.317
H 5.401 0.739 -2.443
C -0.183 -4.275 -0.230
C -0.674 -5.626 0.228
O -0.039 -6.028 1.444
H -0.503 -3.957 -1.222
H 0.906 -4.275 -0.182
H -0.501 -3.464 0.425
H -0.489 -6.409 -0.507
H -1.755 -5.620 0.369
H -0.694 -6.371 2.057
C 3.090 -2.582 1.977
C 3.693 -1.307 1.418
O 3.485 -1.426 0.035
H 3.670 -3.451 1.667
H 2.040 -2.717 1.715
H 3.066 -2.432 3.057
H 4.776 -1.243 1.522
H 3.160 -0.449 1.827
H 3.699 -2.318 -0.248
C 2.704 1.905 3.624
C 1.463 1.410 4.276
O 1.681 1.183 5.621
H 3.140 2.778 4.110
H 2.535 2.166 2.580
H 3.478 1.138 3.587
H 1.180 0.488 3.769
H 0.572 2.018 4.121
H 0.863 0.836 5.983
C -1.436 1.553 -4.890
C -0.039 1.463 -4.317
O -0.007 2.271 -3.155
H -1.649 2.489 -5.405
H -2.167 1.391 -4.098
H -1.545 0.800 -5.672
H 0.656 1.888 -5.041
H 0.191 0.428 -4.065
H 0.851 2.206 -2.730
C -3.498 -1.886 -5.364
C -2.455 -2.845 -4.973
O -2.724 -3.491 -3.685
H -4.472 -2.369 -5.447
H -3.291 -1.377 -6.306
H -3.660 -1.132 -4.594
H -1.503 -2.335 -4.824
H -2.366 -3.722 -5.614
H -2.603 -2.820 -3.009
C -3.523 -3.440 1.789
C -4.703 -2.561 1.881
O -5.197 -2.185 0.560
H -2.681 -2.897 1.360
H -3.679 -4.339 1.192
H -3.252 -3.782 2.788
H -4.586 -1.623 2.424
H -5.533 -3.071 2.370
H -5.489 -3.047 0.253
C -2.216 1.904 4.157
C -3.328 1.362 5.028
O -2.867 1.266 6.391
H -2.529 2.203 3.156
H -1.492 1.102 4.011
H -1.794 2.767 4.671
H -3.668 0.388 4.676
H -4.248 1.945 5.083
H -3.644 1.246 6.954
*
```

---

Record 8
The following is a quantum chemistry calculation of 5 unconnected molecules or ions with the total composition C4H17NO5, from the Open Molecules 2025 dataset.

Calculated values
Structure (SMILES) ... CCN(C)C=O.O.O.O.O
LUMO ... 0.0053 hartree
E_HOMO ... -9.83 eV
Energy relative to the best compared isomer or geometry (same formula, charge and spin) ... 292.2 kJ/mol
E ... -593.474634 a.u.

Structure (ORCA input):
```
! RIJCOSX wB97M-V def2-TZVPD def2/J DEFGRID3
* xyz 0 1
C 2.092 0.963 0.737
C 1.834 -0.511 0.892
N 0.692 -0.984 0.171
C 0.829 -1.537 -1.201
C -0.403 -1.292 0.872
O -0.608 -0.695 1.966
H 2.648 0.999 -0.201
H 2.722 1.468 1.398
H 1.182 1.488 0.818
H 1.831 -0.827 2.093
H 2.652 -1.027 0.466
H 0.282 -0.763 -2.015
H 0.303 -2.465 -1.373
H 1.883 -1.553 -1.570
H -1.206 -1.874 0.388
O -3.129 -1.069 -0.219
H -3.429 -0.251 -0.284
H -3.689 -1.588 -0.778
O -1.659 1.381 -1.250
H -1.224 0.846 -0.444
H -2.300 1.980 -0.854
O 0.381 0.678 3.990
H -0.129 1.306 3.256
H 0.388 -0.157 3.522
O -0.573 1.990 -3.845
H -0.672 2.435 -2.963
H -0.698 1.059 -3.572
*
```

---

Record 9
The following is a quantum chemistry calculation of 2 unconnected molecules or ions with the total composition C4H7NO, from the Open Molecules 2025 dataset.

Calculated values
Structure (SMILES) ... [H]/N=C/CO.C#C
LUMO (spin up / spin down) ... 0.0185 / 0.0185 hartree
E_HOMO (spin up / spin down) ... -9.31 / -9.32 eV
Energy relative to the best compared isomer or geometry (same formula, charge and spin) ... 509.0 kJ/mol
E ... -286.437797 a.u.

Structure (ORCA input):
```
! RIJCOSX wB97M-V def2-TZVPD def2/J DEFGRID3
* xyz 0 1
H -1.028 2.139 0.478
N -0.188 1.576 0.559
C 0.045 0.786 -0.427
C 1.346 -0.179 -0.087
O 1.388 -0.431 1.275
H 0.151 1.073 -1.475
H 2.205 0.420 -0.420
H 1.348 -1.110 -0.664
H 0.828 0.267 1.673
C -1.142 -1.554 -0.046
C -1.706 -0.583 -0.536
H -0.642 -2.304 0.506
H -2.604 -0.100 -0.835
*
```

---

Record 10
The following is a quantum chemistry calculation of a molecular structure, C28H33N6O2SSc, from the Open Molecules 2025 dataset.

Calculated values
LUMO ... 0.0015 hartree
E_HOMO ... -6.35 eV
E ... -2724.745016 a.u.

Structure (ORCA input):
```
! RIJCOSX wB97M-V def2-TZVPD def2/J DEFGRID3
* xyz 0 1
Sc 0.183 0.420 0.398
C -0.462 -3.177 -1.863
C 0.755 -2.255 -2.026
C 1.679 -2.235 -0.817
N 1.020 -1.702 0.367
C 1.060 -2.343 1.517
C 1.462 -3.698 1.668
C 1.853 -4.408 2.782
C 1.993 -4.006 4.104
C 1.616 -2.777 4.610
C 0.956 -1.724 3.999
C 0.535 -1.541 2.670
N -0.255 -0.563 2.266
C -0.690 0.562 3.067
C -0.914 2.924 2.151
C -0.642 3.358 0.712
N -1.004 2.220 -0.124
C -2.134 2.128 -0.780
C -3.031 3.222 -0.938
C -4.174 3.375 -1.684
C -4.850 2.469 -2.498
C -4.530 1.139 -2.640
C -3.517 0.386 -2.055
C -2.446 0.732 -1.213
N -1.629 -0.181 -0.682
C -2.087 -1.573 -0.672
C -1.797 -2.438 -1.911
H -0.395 -3.712 -0.910
H -0.451 -3.941 -2.644
H 0.404 -1.239 -2.221
H 1.344 -2.546 -2.900
H 2.536 -1.587 -1.044
H 2.095 -3.232 -0.666
H 1.499 -4.265 0.749
H 2.134 -5.437 2.578
H 2.419 -4.721 4.796
H 1.822 -2.623 5.665
H 0.708 -0.908 4.664
H -0.418 0.550 4.129
H -1.779 0.645 3.009
H -0.653 3.721 2.851
H -1.972 2.671 2.273
H 0.434 3.531 0.631
H -1.133 4.301 0.471
H -2.741 4.110 -0.398
H -4.610 4.367 -1.631
H -5.716 2.835 -3.035
H -5.185 0.569 -3.291
H -3.558 -0.662 -2.316
H -3.165 -1.576 -0.476
H -1.618 -2.050 0.192
H -1.834 -1.825 -2.817
H -2.603 -3.173 -2.000
O 2.220 0.874 1.022
C 3.355 1.003 0.206
C 2.872 1.218 -1.205
C 3.733 1.632 -2.214
C 3.224 1.847 -3.480
C 1.866 1.654 -3.705
C 1.081 1.237 -2.650
N 1.573 1.007 -1.427
H 2.325 1.172 1.984
H 3.976 0.101 0.256
H 3.954 1.859 0.526
H 4.779 1.796 -1.994
H 3.872 2.177 -4.280
H 1.422 1.828 -4.674
H 0.016 1.076 -2.768
O 1.917 3.446 2.596
S 1.391 2.221 3.351
N -0.089 1.729 2.392
*
```